Record 1
{
  "formula": "C12H16NO",
  "method": "ωB97M-V/def2-TZVPD",
  "symbols": ["C", "C", "C", "C", "C", "C", "C", "C", "C", "C", "C", "C", "N", "O", "H", "H", "H", "H", "H", "H", "H", "H", "H", "H", "H", "H", "H", "H", "H", "H"],
  "xyz": [[3.918, -0.042, 0.202], [2.993, -1.021, -0.179], [3.446, 1.215, 0.633], [1.670, -0.696, -0.277], [2.083, 1.569, 0.511], [1.281, 0.548, 0.103], [-0.934, -2.244, -0.888], [-1.216, -1.434, 0.201], [-1.694, 2.087, -0.858], [-1.381, 1.984, 0.706], [-1.512, -0.112, 0.092], [-1.537, -2.148, 1.614], [-1.551, 0.613, -1.307], [-2.006, 0.734, 0.906], [4.917, -0.358, 0.187], [3.216, -2.089, -0.331], [4.118, 2.080, 0.679], [0.894, -1.456, -0.585], [1.988, 2.659, 0.781], [-0.451, -3.226, -0.826], [-1.363, -2.098, -1.859], [-2.761, 2.372, -0.971], [-0.922, 2.674, -1.437], [-0.348, 1.892, 0.855], [-1.961, 2.735, 1.220], [-2.557, -2.183, 1.792], [-1.201, -3.106, 1.482], [-0.925, -1.722, 2.433], [-2.301, 0.260, -1.966], [-0.709, 0.517, -1.985]],
  "atomic_forces_ev_per_a": [[-1.935, 0.081, 0.609], [0.685, -0.655, 0.146], [0.705, -0.104, -2.130], [-1.858, -0.418, -0.034], [1.649, 0.934, 1.002], [-0.782, 0.392, -0.279], [-0.087, -0.827, -0.113], [-1.991, -1.253, 1.925], [0.825, 0.089, -0.040], [-2.436, 0.317, -2.966], [1.215, -1.385, -3.239], [3.241, 3.017, -1.366], [0.944, 0.000, -1.688], [-0.893, 0.464, 2.893], [1.449, 0.191, 0.245], [0.530, 0.745, -0.204], [0.088, -0.613, 0.672], [1.252, 0.800, 0.283], [-1.110, -1.387, -0.458], [-0.431, 0.368, 0.530], [0.240, 0.670, -0.598], [0.939, 0.057, -0.272], [-1.290, -0.379, 0.606], [1.334, 0.229, 0.694], [0.354, 0.180, 0.394], [-1.944, 0.372, 0.383], [0.763, -2.541, -0.208], [-0.719, 0.039, -0.328], [0.305, 0.632, 1.415], [-1.044, -0.015, 2.130]],
  "nbo_charge": [-0.201, -0.181, -0.173, -0.330, -0.357, 0.061, -0.358, -0.120, -0.248, -0.072, 0.486, -0.584, -0.605, -0.448, 0.232, 0.229, 0.229, 0.233, 0.251, 0.229, 0.193, 0.242, 0.247, 0.224, 0.234, 0.232, 0.221, 0.232, 0.441, 0.463],
  "gap_ha": [0.289, 0.285],
  "e_above_lowest_ev": 5.2213,
  "homo_energy_ev": [-12.11, -11.66],
  "total_charge": 1
}

Record 2
{
  "formula": "C17H10F6I2N2O5S2Sr",
  "method": "ωB97M-V/def2-TZVPD",
  "symbols": ["Sr", "C", "C", "C", "C", "C", "C", "H", "H", "H", "H", "H", "H", "I", "C", "C", "C", "I", "C", "C", "C", "C", "N", "C", "C", "O", "H", "H", "H", "H", "F", "C", "F", "F", "S", "O", "O", "N", "S", "O", "O", "C", "F", "F", "F"],
  "xyz": [[0.047, 0.681, 0.963], [-0.943, 2.144, -1.941], [-1.757, 2.973, -1.178], [-1.197, 3.864, -0.273], [0.182, 3.940, -0.136], [1.002, 3.126, -0.913], [0.439, 2.228, -1.816], [-1.376, 1.416, -2.615], [-2.833, 2.900, -1.267], [-1.836, 4.490, 0.337], [0.623, 4.628, 0.574], [2.078, 3.187, -0.813], [1.071, 1.562, -2.387], [3.259, 0.215, 0.373], [2.737, -1.363, -0.967], [3.725, -2.263, -1.384], [3.394, -3.279, -2.229], [4.904, -4.614, -2.812], [2.056, -3.421, -2.696], [1.627, -4.429, -3.582], [0.322, -4.472, -3.984], [-0.565, -3.497, -3.501], [-0.207, -2.549, -2.672], [1.072, -2.491, -2.257], [1.400, -1.414, -1.326], [0.492, -0.615, -0.901], [4.738, -2.145, -1.026], [2.340, -5.162, -3.936], [-0.032, -5.236, -4.664], [-1.605, -3.503, -3.810], [-4.705, -0.621, 2.928], [-3.845, 0.354, 3.186], [-3.498, 0.285, 4.463], [-4.438, 1.512, 2.954], [-2.360, 0.145, 2.110], [-2.329, 1.229, 1.171], [-2.364, -1.170, 1.569], [-1.118, 0.282, 3.052], [-0.698, 1.713, 3.544], [-1.786, 2.541, 3.928], [0.306, 2.276, 2.679], [0.242, 1.219, 5.044], [1.253, 0.428, 4.698], [-0.543, 0.589, 5.898], [0.725, 2.316, 5.615]],
  "atomic_forces_ev_per_a": [[2.309, -0.205, -3.841], [0.003, 0.033, 0.035], [-0.013, -0.087, -0.061], [0.012, 0.067, 0.059], [0.024, -0.012, -0.008], [-0.008, -0.049, -0.055], [0.085, 0.011, 0.110], [-0.008, 0.011, -0.011], [0.000, 0.001, 0.005], [-0.002, -0.007, 0.002], [-0.021, 0.005, 0.006], [-0.001, 0.007, -0.018], [0.004, 0.043, -0.030], [0.194, -0.459, -0.234], [0.036, 0.559, 0.431], [0.044, -0.009, -0.014], [0.131, -0.117, -0.044], [-0.077, 0.079, 0.031], [-0.065, 0.245, 0.138], [-0.094, -0.064, -0.068], [0.108, -0.038, 0.003], [0.026, 0.069, 0.063], [-0.256, 0.040, -0.025], [0.215, -0.110, -0.079], [-0.223, -0.262, -0.215], [0.288, -0.170, 0.174], [0.016, -0.029, -0.023], [-0.002, -0.004, -0.008], [0.020, -0.011, -0.004], [-0.001, -0.007, -0.004], [0.041, -0.122, -0.144], [-0.815, 0.010, 0.406], [0.116, -0.058, 0.013], [0.127, 0.123, -0.112], [-1.569, -1.058, 0.519], [-0.813, 0.860, -0.572], [-0.102, -0.279, 0.076], [0.213, -0.697, 1.112], [-0.501, 0.741, 2.066], [-0.164, 0.280, 0.207], [0.705, 0.627, -0.002], [0.066, 0.136, 0.172], [0.043, -0.075, -0.058], [-0.095, -0.068, 0.025], [0.002, 0.051, -0.026]],
  "nbo_charge": [1.799, -0.223, -0.224, -0.174, -0.247, -0.273, -0.225, 0.235, 0.225, 0.216, 0.226, 0.229, 0.239, 0.056, -0.235, -0.261, -0.165, 0.126, -0.131, -0.158, -0.249, 0.042, -0.397, 0.158, 0.334, -0.889, 0.236, 0.227, 0.220, 0.189, -0.293, 0.744, -0.294, -0.288, 2.203, -0.982, -0.880, -1.307, 2.239, -0.892, -1.001, 0.736, -0.303, -0.292, -0.297],
  "gap_ha": 0.279,
  "homo_energy_ev": -7.53
}

Record 3
{
  "formula": "C36H34ClF4N9STl",
  "method": "ωB97M-V/def2-TZVPD",
  "symbols": ["Tl", "C", "C", "N", "C", "C", "C", "C", "N", "C", "C", "F", "C", "F", "C", "C", "F", "C", "F", "H", "H", "H", "H", "H", "H", "H", "H", "H", "H", "H", "H", "H", "H", "H", "C", "C", "C", "C", "N", "C", "N", "C", "N", "C", "N", "C", "C", "C", "C", "C", "N", "C", "C", "C", "C", "C", "C", "H", "H", "H", "H", "H", "H", "H", "H", "H", "H", "H", "H", "C", "C", "C", "C", "N", "C", "S", "N", "H", "H", "H", "H", "H", "Cl", "C", "H", "H"],
  "xyz": [[1.196, 0.127, -0.288], [-3.666, 2.552, 3.390], [-2.687, 1.412, 3.084], [-1.948, 1.546, 1.843], [-2.748, 1.680, 0.641], [-3.739, 0.535, 0.458], [-0.795, 2.418, 1.910], [0.429, 1.852, 2.622], [1.209, 0.811, 1.958], [1.433, -0.375, 2.691], [0.352, -1.529, 2.425], [-0.853, -1.138, 1.952], [0.125, -2.478, 3.568], [-1.050, -3.113, 3.593], [1.033, -2.645, 4.503], [2.306, -1.854, 4.363], [3.105, -2.056, 5.476], [1.923, -0.403, 4.118], [2.906, 0.456, 4.365], [-4.187, 2.358, 4.331], [-4.417, 2.646, 2.602], [-3.146, 3.509, 3.479], [-3.230, 0.462, 3.071], [-1.960, 1.339, 3.896], [-2.055, 1.673, -0.199], [-3.287, 2.645, 0.594], [-3.235, -0.423, 0.628], [-4.127, 0.543, -0.563], [-4.589, 0.610, 1.145], [-1.029, 3.368, 2.425], [-0.495, 2.677, 0.890], [0.139, 1.517, 3.626], [1.085, 2.723, 2.754], [0.900, -3.303, 5.354], [3.102, -2.217, 3.045], [3.079, -3.663, 2.634], [2.239, -4.149, 1.680], [1.281, -3.327, 1.002], [1.265, -1.970, 1.366], [2.428, -1.336, 1.996], [0.383, -3.804, 0.150], [-0.426, -3.065, -0.601], [-0.494, -1.696, -0.827], [-1.406, -1.485, -1.805], [-1.856, -0.387, -2.353], [-1.477, 0.910, -2.187], [-2.375, 1.874, -2.707], [-2.085, 3.212, -2.650], [-0.883, 3.630, -2.076], [-0.044, 2.663, -1.582], [-0.321, 1.342, -1.623], [-1.985, -2.781, -2.242], [-2.930, -3.090, -3.202], [-3.268, -4.429, -3.366], [-2.675, -5.418, -2.575], [-1.724, -5.094, -1.615], [-1.387, -3.758, -1.471], [4.120, -1.869, 3.238], [3.743, -4.344, 3.153], [2.267, -5.198, 1.412], [3.125, -0.868, 1.301], [-3.290, 1.500, -3.144], [-2.781, 3.939, -3.055], [-0.608, 4.675, -2.009], [0.901, 2.927, -1.118], [-3.378, -2.307, -3.802], [-3.997, -4.713, -4.117], [-2.966, -6.453, -2.715], [-1.259, -5.854, -0.996], [2.031, 2.457, -5.065], [2.825, 3.010, -3.915], [3.685, 4.090, -4.059], [4.389, 4.465, -2.925], [4.263, 3.867, -1.748], [3.376, 2.843, -1.683], [3.142, 2.068, -0.148], [2.665, 2.402, -2.744], [2.350, 2.888, -6.013], [0.967, 2.660, -4.917], [2.149, 1.373, -5.096], [3.804, 4.600, -5.007], [5.099, 5.289, -2.963], [1.622, -1.595, -3.120], [2.438, -1.189, -1.587], [3.353, -0.651, -1.811], [2.625, -2.114, -1.045]],
  "atomic_forces_ev_per_a": [[0.314, 0.423, 0.148], [0.030, -0.017, -0.002], [0.008, 0.083, -0.102], [0.105, -0.240, -0.048], [-0.024, 0.007, 0.124], [0.085, -0.023, 0.083], [-0.081, -0.027, -0.007], [0.308, -0.003, -0.068], [-0.152, -0.678, -0.547], [-0.403, 0.340, 0.528], [0.223, 0.181, -0.204], [-0.083, 0.099, 0.092], [0.016, 0.189, -0.082], [-0.172, -0.113, -0.063], [0.228, 0.014, 0.306], [-0.168, -0.249, -0.144], [-0.111, 0.172, -0.052], [-0.221, -0.265, -0.184], [0.475, 0.475, 0.245], [0.019, 0.032, -0.023], [0.013, 0.009, 0.050], [-0.041, -0.022, -0.014], [0.018, 0.008, 0.005], [-0.015, -0.064, 0.015], [-0.230, 0.118, 0.367], [-0.023, 0.019, -0.029], [-0.062, 0.109, -0.046], [-0.007, -0.013, 0.036], [0.070, -0.030, -0.049], [-0.007, 0.065, -0.121], [-0.072, 0.025, 0.095], [0.018, -0.001, 0.001], [0.030, -0.015, 0.129], [0.061, -0.006, -0.147], [-0.174, -0.055, 0.241], [-0.038, 0.081, 0.014], [-0.037, 0.120, -0.045], [0.025, 0.018, -0.065], [-0.171, -0.608, 0.162], [0.031, -0.188, -0.210], [0.001, 0.115, -0.047], [0.218, 0.046, 0.013], [-0.292, -0.260, 0.084], [0.059, -0.012, 0.215], [-0.081, 0.251, -0.102], [0.342, -0.220, -0.149], [-0.008, 0.026, -0.139], [-0.068, -0.079, -0.055], [-0.002, 0.017, -0.007], [-0.059, -0.159, -0.085], [-0.069, 0.024, 0.093], [-0.073, 0.197, -0.056], [-0.057, -0.073, -0.064], [0.037, 0.055, 0.020], [-0.004, 0.042, -0.006], [0.012, -0.129, 0.044], [0.091, 0.013, 0.048], [0.009, -0.022, -0.104], [0.015, 0.028, -0.055], [-0.021, 0.046, -0.004], [0.087, -0.059, -0.049], [0.028, 0.017, -0.017], [-0.004, -0.048, 0.033], [-0.001, -0.073, -0.003], [-0.124, -0.053, 0.051], [0.005, -0.012, 0.018], [0.010, 0.006, 0.045], [0.022, 0.032, 0.000], [-0.015, 0.086, -0.068], [-0.008, -0.021, 0.088], [-0.069, -0.111, 0.017], [0.040, 0.050, -0.008], [-0.050, -0.101, 0.170], [-0.147, -0.044, -0.168], [0.187, -0.060, -0.255], [-0.036, 0.382, 0.028], [0.173, -0.029, 0.100], [-0.025, 0.015, -0.019], [0.036, 0.001, 0.009], [-0.021, 0.031, 0.005], [0.034, -0.025, 0.050], [-0.011, -0.007, -0.005], [0.155, -0.008, -0.111], [-0.199, 0.240, 0.212], [0.022, -0.038, -0.043], [0.077, -0.047, -0.110]],
  "lowdin_charge": [0.827, -0.086, -0.246, -0.179, -0.251, -0.070, -0.186, -0.223, -0.075, -0.333, -0.292, 0.096, -0.173, 0.102, 0.097, -0.341, 0.038, -0.063, 0.114, 0.067, 0.058, 0.064, 0.108, 0.106, 0.066, 0.117, 0.078, 0.066, 0.064, 0.117, 0.095, 0.107, 0.110, 0.138, -0.133, -0.019, -0.008, -0.290, 0.013, -0.160, 0.196, -0.259, 0.072, -0.335, 0.163, -0.347, -0.031, -0.072, -0.065, -0.192, 0.043, -0.110, -0.018, -0.094, -0.095, -0.019, -0.114, 0.158, 0.104, 0.108, 0.136, 0.109, 0.104, 0.105, 0.043, 0.107, 0.092, 0.093, 0.108, -0.028, -0.347, -0.049, -0.164, 0.038, -0.825, 0.590, 0.081, 0.067, 0.077, 0.075, 0.093, 0.097, 0.504, -0.688, -0.018, -0.014],
  "gap_ha": [0.217, 0.235],
  "e_above_lowest_ev": 1.5457,
  "homo_energy_ev": [-3.83, -5.00],
  "total_charge": -1
}